Record 1
3 unconnected molecules or ions with the total composition C29H62BFN2O11P2S in a non-equilibrium geometry. Source: the OMol25 dataset; level of theory: ωB97M-V with the def2-TZVPD basis set.

Structure (ORCA input):
```
! RIJCOSX wB97M-V def2-TZVPD def2/J DEFGRID3
* xyz 0 1
C -2.7453 0.6928 -1.0123
B -2.8877 -0.8379 -0.3642
O -3.0427 -0.8701 1.1325
N -2.8188 -2.1262 -1.2205
C -1.3427 -2.4524 -1.2621
C -0.9508 -3.8225 -2.0705
C 0.5419 -4.2885 -1.4766
C 0.3108 -5.3128 -0.1794
C 1.2419 -4.9463 1.1191
C 0.5514 -3.9085 2.1929
C 1.6489 -3.0364 3.0517
C 1.8259 -1.4791 2.5549
C 1.9107 -1.4094 0.9190
C 2.9223 -0.2008 0.3588
C 3.1747 -0.5843 -1.2475
C 3.3765 0.7297 -2.2076
N 2.7598 0.3584 -3.5706
C 3.0342 -1.0064 -4.2370
C 2.1789 -1.0710 -5.6348
C 1.4400 0.4087 -5.6759
C 1.8379 1.2950 -4.3236
S -3.7755 -3.3759 -0.4648
O -5.1303 -2.8486 0.1502
O -4.2265 -4.4169 -1.5624
F -2.8557 -4.0803 0.8021
H -3.1052 0.7671 -2.1232
H -3.2734 1.4550 -0.2792
H -1.5837 0.9608 -0.9517
H -2.1785 -1.1568 1.5625
H -0.9370 -2.3821 -0.1670
H -0.8242 -1.5569 -1.8574
H -1.6561 -4.7365 -1.8808
H -0.8155 -3.6463 -3.2355
H 1.0509 -3.3105 -1.0620
H 1.1920 -4.7605 -2.3275
H 0.6907 -6.3749 -0.5699
H -0.8350 -5.4714 0.0698
H 1.4175 -5.9673 1.7116
H 2.3227 -4.6072 0.7638
H -0.2551 -3.1934 1.7378
H -0.0298 -4.5933 2.9794
H 1.3351 -3.0109 4.2024
H 2.6899 -3.5772 2.9447
H 2.8296 -1.0314 2.9997
H 0.8894 -0.8129 2.8737
H 2.3624 -2.4086 0.4527
H 0.8721 -1.2214 0.3941
H 3.9565 -0.1841 0.9416
H 2.4363 0.8773 0.4822
H 4.1046 -1.2834 -1.4095
H 2.1545 -1.0987 -1.5911
H 4.5260 0.9050 -2.4140
H 2.9280 1.7260 -1.7853
H 3.7236 -1.8701 -3.7911
H 2.1170 -1.9661 -6.3927
H 0.7365 0.7332 -6.5645
H 1.4948 2.3746 -4.0257
C 9.7346 1.6684 -1.0246
C 8.7350 2.1389 0.0139
O 8.4074 3.5094 -0.1522
P 7.6369 3.9620 -1.5407
O 6.2987 3.3007 -1.1291
O 7.1255 5.4755 -1.0742
C 5.8063 5.8845 -1.4089
C 4.9230 5.8260 -0.1724
O 9.1320 4.7009 -2.0006
C 9.7477 5.7889 -1.3169
C 10.5210 5.3827 -0.0737
H 9.2969 1.6941 -2.0275
H 10.0547 0.6435 -0.8154
H 10.6169 2.3148 -1.0428
H 7.8263 1.5298 -0.0166
H 9.1700 2.0301 1.0123
H 5.3960 5.2734 -2.2219
H 5.8541 6.9131 -1.7762
H 5.0154 4.8708 0.3549
H 3.8727 5.9794 -0.4354
H 5.2190 6.6033 0.5398
H 9.0471 6.5979 -1.0967
H 10.4658 6.2103 -2.0298
H 9.8505 5.1807 0.7646
H 11.1890 6.1924 0.2392
H 11.1203 4.4865 -0.2533
C -12.0083 1.1685 3.1949
C -10.6315 1.7486 2.9354
O -9.6586 0.7333 2.7459
P -9.8186 -0.2629 1.4388
O -9.4172 0.8388 0.4275
O -8.2959 -0.9347 1.4345
C -7.6201 -1.0880 0.1937
C -6.5359 -0.0292 0.0672
O -10.2670 -1.4937 2.5687
C -9.4134 -2.0224 3.5795
C -9.3085 -1.1523 4.8207
H -12.3802 0.6365 2.3136
H -12.7201 1.9611 3.4438
H -11.9831 0.4482 4.0177
H -10.6481 2.4182 2.0699
H -10.3169 2.3390 3.8016
H -8.3216 -1.0437 -0.6480
H -7.1648 -2.0818 0.1772
H -6.9116 0.9741 0.2940
H -6.1117 -0.0235 -0.9407
H -5.7299 -0.2274 0.7814
H -8.4233 -2.2848 3.1991
H -9.8720 -2.9718 3.8793
H -8.6503 -0.2968 4.6533
H -8.8827 -1.7256 5.6512
H -10.2875 -0.7735 5.1247
*
```

**SMILES**: CB(O)N(CCCCCCCCCCCCn1cccc1)S(=O)(=O)F.CCOP(=O)(OCC)OCC.CCOP(=O)(OCC)OCC
**Highest occupied orbital energy**: -7.89 eV
**Electronic energy**: -89371.6520 eV
**Kohn-Sham gap**: 5.4 eV
**Lowest unoccupied orbital energy**: -0.0912 Eh

---

Record 2
A molecular structure, C73H56AsCl5F10N4P3Sn. Source: the OMol25 dataset; level of theory: ωB97M-V with the def2-TZVPD basis set.

Structure (ORCA input):
```
! RIJCOSX wB97M-V def2-TZVPD def2/J DEFGRID3
* xyz -1 1
Sn -2.0785 1.2577 0.4052
C -1.7264 -1.9712 -0.6068
N -2.6860 -1.2364 0.2250
C -4.0445 -1.3980 -0.3178
C -5.0490 -0.3002 0.0162
N -4.4745 1.0070 -0.2650
C -5.2891 2.0851 -0.2669
C -4.8065 3.3024 -0.8157
F -3.5734 3.2990 -1.3719
C -5.5035 4.4862 -0.8476
F -4.9431 5.5769 -1.3862
C -6.7920 4.5505 -0.3495
F -7.4836 5.7037 -0.3510
C -7.3404 3.3894 0.1472
F -8.5932 3.4123 0.6276
C -6.6309 2.2009 0.1697
F -7.2940 1.1327 0.6725
C -2.5281 -1.6614 1.6191
C -3.2058 -0.7354 2.5998
N -2.5852 0.5876 2.5434
C -2.9561 1.4534 3.5524
C -2.0156 2.3094 4.1541
F -0.7240 2.2236 3.7961
C -2.3140 3.2149 5.1493
F -1.3429 3.9800 5.6630
C -3.5965 3.3054 5.6519
F -3.8969 4.1702 6.6289
C -4.5528 2.4667 5.1261
F -5.8125 2.5356 5.5775
C -4.2384 1.5733 4.1157
F -5.2731 0.8590 3.6294
H -1.9101 -3.0548 -0.5716
H -0.7119 -1.7792 -0.2555
H -1.7983 -1.6378 -1.6400
H -4.4569 -2.3727 -0.0116
H -3.9358 -1.4080 -1.4044
H -5.4213 -0.3936 1.0395
H -5.9125 -0.5029 -0.6330
H -1.4553 -1.6500 1.8384
H -2.8965 -2.6903 1.7577
H -3.0523 -1.1728 3.5975
H -4.2789 -0.7363 2.4286
Cl -2.6767 4.2165 1.5051
C -0.9054 4.2156 1.5568
C -0.2486 3.0521 1.1998
C 1.1224 3.1137 1.3127
Cl 2.0793 1.7220 0.7902
C 1.8217 4.2410 1.7518
Cl 3.5541 4.2566 1.8464
C 1.1109 5.3934 2.0753
Cl 1.9412 6.8325 2.5501
C -0.2798 5.3835 1.9773
Cl -1.1874 6.8021 2.3733
N -0.5691 1.1595 -3.4838
P -2.1393 0.5203 -3.2386
C -3.2529 1.6626 -4.1356
C -4.5298 1.8220 -3.6011
C -5.4531 2.6601 -4.2154
C -5.0998 3.3550 -5.3633
C -3.8256 3.2046 -5.9010
C -2.9090 2.3605 -5.2920
C -2.1543 -0.8878 -4.4349
C -3.3679 -1.5100 -4.7387
C -3.4015 -2.6565 -5.5175
C -2.2185 -3.2063 -5.9996
C -1.0080 -2.5995 -5.6970
C -0.9749 -1.4495 -4.9147
P 0.4327 1.4458 -2.0907
C 2.0477 0.9398 -2.8174
C 2.6092 -0.2372 -2.3276
C 3.8078 -0.7213 -2.8375
C 4.4578 -0.0241 -3.8467
C 3.9048 1.1480 -4.3473
C 2.7072 1.6280 -3.8344
C 0.5471 3.2781 -2.0795
C 1.7027 3.9643 -1.7033
C 1.6745 5.3364 -1.5015
C 0.4919 6.0470 -1.6682
C -0.6627 5.3802 -2.0527
C -0.6336 4.0058 -2.2563
H -0.4477 1.8333 -4.2317
H -4.7873 1.3008 -2.6826
H -6.4384 2.7872 -3.7827
H -5.8116 4.0204 -5.8373
H -3.5469 3.7461 -6.7974
H -1.9278 2.2378 -5.7396
H -4.2956 -1.0871 -4.3644
H -4.3507 -3.1268 -5.7464
H -2.2428 -4.1032 -6.6059
H -0.0819 -3.0245 -6.0671
H -0.0274 -0.9811 -4.6722
H 2.0996 -0.7672 -1.5273
H 4.2386 -1.6336 -2.4402
H 5.3972 -0.3889 -4.2425
H 4.4106 1.6932 -5.1357
H 2.2860 2.5479 -4.2232
H 2.6262 3.4204 -1.5372
H 2.5758 5.8507 -1.1877
H 0.4693 7.1150 -1.4871
H -1.5954 5.9175 -2.1758
H -1.5503 3.4969 -2.5289
C 3.5306 -2.1885 1.1779
C 4.2652 -0.8960 1.5009
As 6.1946 -1.0841 1.9122
C 6.6242 -2.3862 0.5060
C 6.4394 -3.7645 0.5975
C 6.6003 -4.5755 -0.5187
C 6.9552 -4.0211 -1.7419
C 7.1670 -2.6531 -1.8388
C 7.0017 -1.8434 -0.7211
C 6.0320 -2.2777 3.4462
C 7.0984 -3.1119 3.7830
C 7.0352 -3.9270 4.9036
C 5.9070 -3.9063 5.7163
C 4.8529 -3.0598 5.4053
C 4.9149 -2.2501 4.2770
P 1.6815 -1.9680 1.1124
C 1.3596 -2.0550 2.9161
C 1.7184 -3.1397 3.7201
C 1.5393 -3.0892 5.0932
C 1.0280 -1.9406 5.6886
C 0.6782 -0.8518 4.9052
C 0.8308 -0.9129 3.5214
C 1.2536 -3.6570 0.5067
C 0.3646 -4.5198 1.1458
C 0.0046 -5.7314 0.5665
C 0.5172 -6.0985 -0.6685
C 1.3817 -5.2358 -1.3323
C 1.7367 -4.0269 -0.7529
H 3.7429 -2.9621 1.9205
H 3.8494 -2.5749 0.2100
H 3.8186 -0.3910 2.3608
H 4.2051 -0.1914 0.6693
H 6.1495 -4.2122 1.5392
H 6.4310 -5.6422 -0.4352
H 7.0629 -4.6527 -2.6154
H 7.4615 -2.2167 -2.7852
H 7.1636 -0.7740 -0.8050
H 7.9888 -3.1224 3.1643
H 7.8673 -4.5774 5.1451
H 5.8520 -4.5478 6.5870
H 3.9733 -3.0262 6.0370
H 4.0738 -1.6045 4.0493
H 2.1491 -4.0307 3.2762
H 1.8029 -3.9465 5.7023
H 0.9047 -1.8972 6.7644
H 0.2845 0.0463 5.3595
H 0.5280 -0.0714 2.9071
H -0.0660 -4.2401 2.0992
H -0.6858 -6.3883 1.0820
H 0.2350 -7.0423 -1.1178
H 1.7695 -5.4991 -2.3090
H 2.3915 -3.3550 -1.3003
*
```

**Highest occupied orbital energy**: -4.42 eV
**Energy above the lowest of the compared OMol25 structures with the same formula, charge and spin**: 16.7 kcal/mol
**Electronic energy**: -266894.8667 eV
**Kohn-Sham gap**: 6.4 eV
**Lowest unoccupied orbital energy**: 0.0719 Eh